[1]
Computed, not measured: a single C5H12OS molecule at a distorted geometry, with wB97M-V/def2-TZVPD.

Computed properties:
net charge = 0
structure (SMILES) = CSCCCCO
lowest unoccupied orbital energy = 0.031 Eh
HOMO level = -8.58 eV
gap between HOMO and LUMO = 9.43 eV

Bonds (Å) are listed after each position.
Geometry (Å):
1 C 1.179 0.156 -1.175  O2 1.463, C3 1.483, H8 1.082, H9 1.104
2 O 1.403 -1.253 -1.497  C1 1.463, H10 0.962
3 C 1.621 0.467 0.206  C1 1.483, C4 1.602, H11 1.094, H12 1.128
4 C 0.861 -0.428 1.296  C3 1.602, C5 1.534, H13 1.106, H14 1.099
5 C -0.635 -0.690 1.079  C4 1.534, S6 1.825, H15 1.085, H16 1.111
6 S -1.561 0.877 0.947  C5 1.825, C7 1.815
7 C -2.412 0.901 -0.655  S6 1.815, H17 1.094, H18 1.109, H19 1.111
8 H 1.706 0.737 -1.920  C1 1.082
9 H 0.089 0.255 -1.315  C1 1.104
10 H 1.127 -1.741 -0.715  O2 0.962
11 H 1.158 1.407 0.524  C3 1.094
12 H 2.694 0.212 0.445  C3 1.128
13 H 1.378 -1.404 1.330  C4 1.106
14 H 0.980 0.042 2.282  C4 1.099
15 H -0.927 -1.251 0.197  C5 1.085
16 H -1.056 -1.129 2.009  C5 1.111
17 H -2.854 -0.055 -0.950  C7 1.094
18 H -1.697 1.088 -1.482  C7 1.109
19 H -3.053 1.808 -0.605  C7 1.111

=====

[2]
Computed, not measured: 3 unconnected molecules or ions with the total composition C4H15NO2S at a distorted geometry, with wB97M-V/def2-TZVPD.

Computed properties:
net charge = -1
<S²> = 0.750
lowest unoccupied orbital energy (spin up / spin down) = 0.111 / 0.110 Eh
spin multiplicity = 2
HOMO level (spin up / spin down) = 0.94 / -6.14 eV
gap between HOMO and LUMO (spin up / spin down) = 2.09 / 9.14 eV

Bonds (Å) are listed after each position.
Geometry (Å):
1 C -0.947 1.085 -0.955  N2 1.446, C6 1.525, H7 1.111, H8 1.121
2 N -0.415 0.360 0.177  C1 1.446, C3 1.468, H9 1.008
3 C -0.499 1.224 1.362  N2 1.468, C4 1.558, H10 1.091, H11 1.098
4 C 0.270 0.502 2.508  C3 1.558, S5 1.810, H12 1.079, H13 1.130
5 S 2.071 0.662 2.436  C4 1.810, H14 1.337
6 C -0.530 0.492 -2.296  C1 1.525, H15 1.082, H16 1.106, H17 1.131
7 H -0.735 2.173 -0.873  C1 1.111
8 H -2.066 1.151 -0.939  C1 1.121
9 H 0.505 -0.033 0.058  N2 1.008
10 H 0.080 2.138 1.224  C3 1.091
11 H -1.547 1.403 1.638  C3 1.098
12 H -0.008 -0.541 2.505  C4 1.079
13 H -0.213 0.762 3.496  C4 1.130
14 H 2.263 -0.643 2.215  S5 1.337
15 H -0.325 1.333 -2.945  C6 1.082
16 H -1.410 0.044 -2.795  C6 1.106
17 H 0.189 -0.377 -2.209  C6 1.131
18 H 3.457 -1.459 -3.300  O20 0.982
19 H 3.363 -2.011 -1.877  O20 0.974
20 O 3.257 -1.183 -2.379  H18 0.982, H19 0.974
21 H -2.909 -2.526 1.370  O23 0.962
22 H -1.775 -1.837 0.652  O23 0.970
23 O -2.076 -2.718 0.926  H21 0.962, H22 0.970

=====

[3]
Computed, not measured: a gas-phase ion, C3H2NO2S (charge -1) at a distorted geometry, with wB97M-V/def2-TZVPD.

Computed properties:
net charge = -1
structure (SMILES) = O=C1N=CS[C@H]1[O-]
lowest unoccupied orbital energy = 0.131 Eh
HOMO level = -3.99 eV
gap between HOMO and LUMO = 7.56 eV

Bonds (Å) are listed after each position.
Geometry (Å):
1 C -1.248 -0.341 0.748  N4 1.285, S7 1.670, H8 1.045
2 C 0.740 -0.653 -0.147  C3 1.478, N4 1.400, O6 1.205
3 C 0.651 0.761 -0.569  C2 1.478, O5 1.277, S7 2.172, H9 1.071
4 N -0.237 -1.135 0.732  C1 1.285, C2 1.400
5 O 1.271 1.503 0.265  C3 1.277
6 O 1.606 -1.385 -0.556  C2 1.205
7 S -1.466 1.039 -0.167  C1 1.670, C3 2.172
8 H -2.028 -0.747 1.314  C1 1.045
9 H 0.712 0.958 -1.620  C3 1.071

=====

[4]
Computed, not measured: 2 unconnected molecules or ions with the total composition C2H5NO2 at a distorted geometry, with wB97M-V/def2-TZVPD.

Computed properties:
net charge = 0
lowest unoccupied orbital energy = 0.024 Eh
HOMO level = -8.48 eV
gap between HOMO and LUMO = 9.14 eV

Bonds (Å) are listed after each position.
Geometry (Å):
1 C 0.103 1.132 -0.273  C2 1.424, N3 1.156
2 C 0.924 1.108 0.891  C1 1.424, H6 1.107, H7 1.125, H8 1.113
3 N -0.678 0.964 -1.109  C1 1.156
4 O -1.223 -1.628 -0.529  O5 1.417, H9 1.146, H10 0.958
5 O 0.142 -1.867 -0.236  O4 1.417
6 H 0.275 0.842 1.747  C2 1.107
7 H 1.501 0.194 0.581  C2 1.125
8 H 1.610 1.948 1.137  C2 1.113
9 H -1.227 -0.545 -0.901  O4 1.146
10 H -1.428 -2.147 -1.308  O4 0.958

=====

[5]
Computed, not measured: a single C7H9N molecule at a distorted geometry, with wB97M-V/def2-TZVPD.

Computed properties:
net charge = 0
structure (SMILES) = C=C1C=N[C@@H](C)C1=C
lowest unoccupied orbital energy = 0.005 Eh
HOMO level = -8.82 eV
gap between HOMO and LUMO = 8.94 eV

Bonds (Å) are listed after each position.
Geometry (Å):
1 C -0.802 1.715 -0.046  C2 1.447, N8 1.292, H9 1.068
2 C -1.328 0.391 0.203  C1 1.447, C3 1.515, C4 1.351
3 C -0.186 -0.519 -0.202  C2 1.515, C5 1.340, C6 1.576
4 C -2.564 -0.153 0.262  C2 1.351, H10 1.113, H11 1.015
5 C -0.165 -1.849 -0.361  C3 1.340, H12 1.125, H13 1.133
6 C 1.051 0.439 -0.396  C3 1.576, C7 1.531, N8 1.492, H14 1.037
7 C 2.250 0.352 0.552  C6 1.531, H15 1.113, H16 1.105, H17 1.103
8 N 0.440 1.800 -0.389  C1 1.292, C6 1.492
9 H -1.496 2.527 -0.060  C1 1.068
10 H -2.586 -1.259 0.142  C4 1.113
11 H -3.413 0.405 0.249  C4 1.015
12 H 0.842 -2.327 -0.517  C5 1.125
13 H -1.062 -2.542 -0.342  C5 1.133
14 H 1.367 0.230 -1.362  C6 1.037
15 H 1.940 0.029 1.571  C7 1.113
16 H 2.880 1.259 0.539  C7 1.105
17 H 2.832 -0.500 0.159  C7 1.103

=====

[6]
Computed, not measured: 6 unconnected molecules or ions with the total composition C14H23N7O4 at a distorted geometry, with wB97M-V/def2-TZVPD.

Computed properties:
net charge = 0
structure (SMILES) = Oc1ccc(O)cc1.NC(N)=O.NC(N)=O.CC#N.CC#N.CC#N
lowest unoccupied orbital energy = 0.023 Eh
HOMO level = -7.70 eV
gap between HOMO and LUMO = 8.32 eV

Bonds (Å) are listed after each position.
Geometry (Å):
1 C 1.186 -0.716 0.346  O2 1.227, N3 1.383, N4 1.357
2 O 1.762 0.319 0.025  C1 1.227
3 N 1.720 -1.856 0.917  C1 1.383, H5 1.007, H6 1.001
4 N -0.149 -0.886 0.170  C1 1.357, H7 1.005, H8 1.013
5 H 2.725 -1.799 0.965  N3 1.007
6 H 1.149 -2.519 1.405  N3 1.001
7 H -0.560 -1.697 0.599  N4 1.005
8 H -0.664 -0.022 0.048  N4 1.013
9 C -2.921 -3.180 2.613  O10 1.235, N11 1.362, N12 1.344
10 O -1.921 -2.459 2.678  C9 1.235
11 N -4.180 -2.833 2.998  C9 1.362, H13 1.000, H14 1.007
12 N -2.820 -4.412 2.085  C9 1.344, H15 1.002, H16 1.023
13 H -4.916 -3.509 3.041  N11 1.000
14 H -4.246 -2.009 3.573  N11 1.007
15 H -3.556 -5.089 2.140  N12 1.002
16 H -1.888 -4.714 1.791  N12 1.023
17 C 3.019 5.991 -0.037  C18 1.389, C22 1.385, H25 1.084
18 C 2.643 5.031 0.894  C17 1.389, C19 1.381, H26 1.083
19 C 2.512 3.706 0.527  C18 1.381, C20 1.401, O24 1.372
20 C 2.895 3.330 -0.768  C19 1.401, C21 1.397, H27 1.081
21 C 3.338 4.287 -1.684  C20 1.397, C22 1.377, H28 1.081
22 C 3.383 5.613 -1.319  C17 1.385, C21 1.377, O23 1.368
23 O 3.637 6.547 -2.285  C22 1.368, H29 0.957
24 O 2.052 2.747 1.394  C19 1.372, H30 0.978
25 H 2.858 7.054 0.096  C17 1.084
26 H 2.256 5.352 1.854  C18 1.083
27 H 2.819 2.314 -1.130  C20 1.081
28 H 3.614 3.950 -2.674  C21 1.081
29 H 3.561 7.474 -2.060  O23 0.957
30 H 2.071 1.930 0.858  O24 0.978
31 C -1.122 4.029 -0.819  C32 1.459, H34 1.088, H35 1.093, H36 1.088
32 C -1.515 2.644 -0.577  C31 1.459, N33 1.146
33 N -1.842 1.558 -0.412  C32 1.146
34 H -1.928 4.705 -0.544  C31 1.088
35 H -1.023 4.175 -1.897  C31 1.093
36 H -0.139 4.229 -0.396  C31 1.088
37 C 0.774 -4.910 -1.398  C38 1.463, H40 1.092, H41 1.090, H42 1.086
38 C 0.232 -5.068 -0.048  C37 1.463, N39 1.147
39 N -0.205 -5.128 1.011  C38 1.147
40 H 0.770 -3.846 -1.642  C37 1.092
41 H 0.039 -5.359 -2.066  C37 1.090
42 H 1.804 -5.247 -1.466  C37 1.086
43 C -2.958 -2.873 -1.241  C44 1.440, H46 1.089, H47 1.093, H48 1.089
44 C -2.719 -4.095 -1.966  C43 1.440, N45 1.149
45 N -2.486 -5.082 -2.504  C44 1.149
46 H -2.452 -2.041 -1.729  C43 1.089
47 H -2.606 -3.052 -0.222  C43 1.093
48 H -4.004 -2.583 -1.143  C43 1.089

=====

Across the entries above, ΔE to the lowest compared entry with this formula, charge and spin takes the values 27.20; 20.95; 24.54; 136.41; 56.13; 0.00 kcal/mol, respectively.